Entry 1:
A 2-piece molecular cluster, C5H13N2O overall in a non-equilibrium geometry. Source: OMol25; level of theory: ωB97M-V/def2-TZVPD.

Element x y z (Å)
C  -0.941  -0.854  0.152
O  -1.571  -1.939  0.728
C  -1.803  0.433  0.303
C  -1.104  1.572  -0.412
C  0.369  1.263  -0.574
C  0.940  0.175  -0.309
N  4.537  -0.934  0.447
N  -3.177  0.318  -0.081
H  0.012  -0.599  0.715
H  -0.747  -1.004  -0.918
H  -0.941  -2.536  1.151
H  -1.788  0.657  1.371
H  -1.506  1.835  -1.394
H  -1.197  2.498  0.143
H  0.823  2.050  -1.164
H  1.574  -0.597  -0.720
H  5.149  -1.199  -0.307
H  3.577  -0.827  0.174
H  4.943  -0.162  0.945
H  -3.341  -0.214  -0.919
H  -3.806  0.064  0.667

Kohn-Sham gap	6.79	eV
molecular weight	117.2	g mol⁻¹
net charge	+1
energy above the lowest of the compared OMol25 structures with the same formula, charge and spin	588.3	kJ/mol
LUMO level	-6.024	eV
E	-382.6376	Ha
HOMO energy	-12.81	eV

---

Entry 2:
A 10-piece molecular cluster, C42H108N4O14 overall in a non-equilibrium geometry. Source: OMol25; level of theory: ωB97M-V/def2-TZVPD.

Element x y z (Å)
C  -11.425  -2.702  1.181
O  -10.136  -2.020  1.366
C  -9.060  -2.828  1.003
C  -7.731  -2.255  1.355
N  -7.179  -1.348  0.315
C  -8.092  -0.160  0.104
C  -7.431  0.755  -0.928
O  -8.233  1.967  -1.098
C  -7.434  2.986  -1.740
H  -11.475  -3.675  1.669
H  -11.534  -2.890  0.113
H  -12.211  -2.068  1.589
H  -9.055  -3.154  -0.037
H  -9.080  -3.752  1.580
H  -7.047  -3.102  1.409
H  -7.702  -1.681  2.282
H  -6.346  -0.927  0.702
H  -8.294  0.474  0.968
H  -9.098  -0.372  -0.257
H  -7.281  0.219  -1.865
H  -6.382  0.992  -0.750
H  -7.200  2.729  -2.773
H  -6.527  3.239  -1.190
H  -7.955  3.941  -1.819
C  -1.839  -0.967  2.466
O  -1.767  -0.242  1.246
C  -1.292  1.042  1.409
C  -1.173  1.623  0.021
N  0.246  1.675  -0.485
C  0.907  0.330  -0.448
C  2.207  0.207  -1.299
O  2.966  -0.876  -0.754
C  2.454  -2.178  -0.772
H  -2.432  -1.877  2.378
H  -2.427  -0.363  3.157
H  -0.906  -1.150  2.999
H  -0.300  1.051  1.859
H  -2.040  1.618  1.955
H  -1.640  2.601  -0.098
H  -1.734  0.972  -0.651
H  0.646  2.241  0.250
H  0.215  -0.476  -0.694
H  1.263  0.097  0.556
H  2.768  1.136  -1.195
H  1.920  0.036  -2.337
H  1.481  -2.211  -0.282
H  3.155  -2.896  -0.346
H  2.465  -2.488  -1.817
C  9.611  0.200  -4.508
O  10.486  0.179  -5.656
C  10.329  1.344  -6.414
C  11.263  1.239  -7.668
N  12.518  2.007  -7.659
C  13.442  1.772  -8.844
C  14.690  2.613  -8.701
O  15.007  3.134  -9.977
C  15.438  2.201  -10.979
H  9.375  1.187  -4.110
H  9.999  -0.444  -3.718
H  8.636  -0.195  -4.793
H  10.561  2.207  -5.790
H  9.278  1.561  -6.604
H  10.768  1.775  -8.478
H  11.376  0.253  -8.119
H  13.066  1.780  -6.842
H  12.828  1.950  -9.727
H  13.717  0.751  -9.110
H  15.513  1.985  -8.359
H  14.577  3.476  -8.046
H  16.313  1.628  -10.669
H  15.632  2.699  -11.929
H  14.634  1.492  -11.176
C  -0.060  -0.348  7.153
O  0.172  0.756  6.339
C  0.011  1.986  7.019
C  1.128  2.906  6.573
N  0.836  3.435  5.314
C  1.692  4.583  4.873
C  1.703  4.779  3.390
O  2.408  3.745  2.662
C  3.754  3.622  3.023
H  0.580  -0.377  8.035
H  0.095  -1.326  6.697
H  -1.044  -0.307  7.619
H  -0.003  1.933  8.108
H  -1.018  2.267  6.793
H  2.031  2.304  6.481
H  1.172  3.743  7.271
H  0.799  2.560  4.811
H  2.661  4.491  5.364
H  1.323  5.491  5.350
H  2.040  5.809  3.274
H  0.687  4.774  2.997
H  4.186  4.606  3.205
H  4.329  3.018  2.321
H  3.896  3.149  3.995
C  -2.300  7.734  -1.388
C  -2.548  8.518  -0.042
C  -3.171  7.747  1.151
O  -1.299  8.989  0.507
H  -1.743  8.303  -2.133
H  -3.268  7.607  -1.873
H  -1.719  6.813  -1.334
H  -3.159  9.408  -0.192
H  -2.439  7.050  1.560
H  -3.950  7.111  0.730
H  -3.647  8.328  1.941
H  -0.922  9.679  -0.044
C  -4.870  -7.851  6.916
C  -5.624  -6.550  6.538
C  -4.608  -5.409  6.502
O  -6.254  -6.723  5.274
H  -4.303  -8.286  6.093
H  -5.576  -8.593  7.289
H  -4.266  -7.734  7.816
H  -6.419  -6.284  7.234
H  -3.656  -5.669  6.039
H  -4.375  -5.174  7.541
H  -4.959  -4.483  6.047
H  -6.747  -7.545  5.224
C  -0.307  3.869  -5.728
C  -1.558  2.941  -5.939
C  -1.448  1.417  -5.910
O  -2.589  3.369  -5.079
H  -0.718  4.874  -5.632
H  0.316  3.854  -6.623
H  0.286  3.571  -4.864
H  -1.885  3.112  -6.965
H  -2.379  0.942  -6.219
H  -1.189  0.973  -4.949
H  -0.736  1.101  -6.673
H  -2.297  3.389  -4.164
C  4.457  -10.058  -4.528
C  4.080  -9.672  -3.090
C  4.290  -8.231  -2.600
O  2.715  -9.890  -2.933
H  3.737  -10.688  -5.050
H  5.488  -10.388  -4.650
H  4.477  -9.183  -5.179
H  4.585  -10.294  -2.352
H  3.683  -7.567  -3.215
H  5.364  -8.055  -2.673
H  4.083  -8.055  -1.544
H  2.548  -9.561  -2.047
C  0.564  -6.484  2.585
C  -0.317  -7.401  1.746
C  -1.143  -6.637  0.656
O  0.584  -8.275  1.040
H  -0.076  -5.721  3.030
H  1.253  -5.907  1.970
H  1.122  -7.069  3.317
H  -0.993  -7.971  2.382
H  -1.633  -7.303  -0.054
H  -0.446  -5.964  0.156
H  -1.996  -6.070  1.028
H  1.118  -8.822  1.620
C  -4.961  5.191  5.414
C  -6.401  5.139  5.009
C  -6.831  3.738  4.480
O  -7.219  5.386  6.116
H  -4.817  4.746  6.399
H  -4.755  6.259  5.480
H  -4.205  4.905  4.683
H  -6.616  5.954  4.318
H  -6.126  3.279  3.787
H  -7.789  3.875  3.978
H  -7.129  3.038  5.261
H  -8.036  5.693  5.715

Kohn-Sham gap	8.85	eV
structure (SMILES)	COCCNCCOC.COCCNCCOC.COCCNCCOC.COCCNCCOC.CC(C)O.CC(C)O.CC(C)O.CC(C)O.CC(C)O.CC(C)O
molecular weight	893.3	g mol⁻¹
net charge	0
energy above the lowest of the compared OMol25 structures with the same formula, charge and spin	580.1	kJ/mol
LUMO level	0.201	eV
E	-2936.9878	Ha
HOMO energy	-8.65	eV

---

Entry 3:
The molecule C5H7N in a non-equilibrium geometry. Source: OMol25; level of theory: ωB97M-V/def2-TZVPD.

Element x y z (Å)
C  2.669  0.455  0.067
C  1.231  0.492  0.126
C  0.113  0.900  -0.019
N  -1.129  1.234  0.235
C  -2.035  0.426  0.177
C  -1.771  -1.019  -0.188
H  3.115  -0.478  -0.294
H  3.231  0.540  1.022
H  3.130  1.260  -0.596
H  -3.125  0.739  0.287
H  -0.778  -1.326  -0.558
H  -2.029  -1.741  0.649
H  -2.622  -1.480  -0.910

Kohn-Sham gap	9.65	eV
structure (SMILES)	CC#C/N=C\C
molecular weight	81.1	g mol⁻¹
net charge	0
energy above the lowest of the compared OMol25 structures with the same formula, charge and spin	314.9	kJ/mol
LUMO level	0.872	eV
E	-249.3533	Ha
HOMO energy	-8.77	eV

---

Entry 4:
A 7-piece molecular cluster, H14O7 overall. Source: OMol25; level of theory: ωB97M-V/def2-TZVPD.

Element x y z (Å)
O  -0.736  2.415  -0.493
H  -1.442  2.579  -1.125
H  -0.236  3.237  -0.462
O  -0.721  -0.456  0.009
H  -1.627  -0.208  0.225
H  -0.248  0.381  -0.098
O  0.316  -3.127  -0.097
H  -0.414  -3.550  -0.556
H  0.007  -2.227  0.080
O  1.363  -0.006  -2.596
H  0.473  -0.360  -2.502
H  1.260  0.948  -2.547
O  -3.466  -1.520  0.452
H  -2.878  -2.071  0.980
H  -3.979  -1.020  1.094
O  1.431  1.264  2.120
H  0.910  0.538  2.481
H  0.892  2.047  2.265
O  3.053  0.230  -0.106
H  2.262  0.434  0.404
H  3.779  0.471  0.475

Kohn-Sham gap	10.36	eV
structure (SMILES)	O.O.O.O.O.O.O
molecular weight	126.1	g mol⁻¹
net charge	0
energy above the lowest of the compared OMol25 structures with the same formula, charge and spin	168.1	kJ/mol
LUMO level	-0.113	eV
E	-535.0598	Ha
HOMO energy	-10.47	eV

---

Entry 5:
A 5-piece molecular cluster, C23H26F33NO6P overall in a non-equilibrium geometry. Source: OMol25; level of theory: ωB97M-V/def2-TZVPD.

Element x y z (Å)
C  -9.668  -3.319  -3.977
C  -9.654  -3.042  -2.339
F  -10.612  -1.898  -2.129
P  -7.915  -2.430  -1.711
C  -6.208  -1.923  -1.023
O  -8.328  -0.818  -2.222
N  -7.253  -0.111  -2.615
O  -6.972  -0.313  -3.786
H  -9.618  -4.479  -4.188
H  -10.665  -2.866  -4.445
H  -8.785  -2.777  -4.546
H  -10.022  -4.005  -1.740
H  -8.527  -2.148  -0.429
H  -7.626  -3.806  -1.287
H  -7.280  -2.773  -2.970
H  -5.418  -1.885  -1.905
H  -5.855  -2.814  -0.311
H  -6.206  -0.962  -0.346
C  -3.892  1.356  -2.224
C  -4.269  1.615  -0.758
C  -4.624  3.062  -0.434
F  -3.595  3.908  -0.663
F  -4.938  3.195  0.883
F  -3.274  1.156  0.048
F  -5.361  0.835  -0.477
O  -2.492  1.310  -2.514
C  -1.874  2.576  -2.745
C  -0.811  2.920  -1.695
F  -1.336  2.954  -0.443
F  -0.276  4.149  -1.922
F  -2.832  3.527  -2.857
F  -1.294  2.485  -3.972
H  -4.248  0.346  -2.462
H  -4.435  2.006  -2.920
H  -5.488  3.399  -1.014
H  0.000  2.184  -1.700
C  4.888  1.020  -3.494
C  5.562  0.197  -2.386
C  4.701  -0.916  -1.801
F  3.574  -0.445  -1.221
F  5.378  -1.583  -0.827
F  6.012  1.038  -1.416
F  6.684  -0.372  -2.930
O  4.313  2.266  -3.090
C  2.989  2.186  -2.563
C  2.907  2.609  -1.091
F  3.698  1.837  -0.304
F  1.641  2.479  -0.613
F  2.495  0.945  -2.784
F  2.238  3.027  -3.325
H  5.682  1.306  -4.195
H  4.194  0.424  -4.098
H  4.421  -1.646  -2.566
H  3.219  3.651  -0.963
C  -0.520  -0.021  1.814
C  -0.703  -0.315  3.310
C  0.538  -0.081  4.165
F  1.572  -0.872  3.798
F  0.283  -0.372  5.469
F  -1.179  -1.580  3.463
F  -1.696  0.511  3.767
O  -0.260  -1.152  0.978
C  1.106  -1.555  0.903
C  1.346  -2.957  1.477
F  0.978  -3.034  2.781
F  2.664  -3.289  1.428
F  1.884  -0.609  1.481
F  1.423  -1.541  -0.420
H  -1.483  0.364  1.454
H  0.185  0.798  1.629
H  0.863  0.962  4.118
H  0.779  -3.712  0.922
C  6.460  0.592  2.369
C  7.675  -0.339  2.503
C  7.349  -1.756  2.959
F  6.777  -1.784  4.184
F  8.483  -2.501  3.054
F  8.597  0.244  3.316
F  8.266  -0.413  1.269
O  6.214  1.467  3.473
C  5.461  0.901  4.545
C  6.260  0.813  5.852
F  7.378  0.057  5.705
F  5.526  0.230  6.837
F  4.956  -0.293  4.154
F  4.389  1.721  4.717
H  6.679  1.269  1.533
H  5.555  0.059  2.056
H  6.683  -2.259  2.252
H  6.568  1.807  6.192

Kohn-Sham gap	5.81	eV
molecular weight	1070.4	g mol⁻¹
net charge	-1
LUMO level	1.522	eV
E	-5034.9362	Ha
HOMO energy	-4.28	eV

---

Entry 6:
C17H19N5O3S2 as an isolated structure in a non-equilibrium geometry. Source: OMol25; level of theory: ωB97M-V/def2-TZVPD.

Element x y z (Å)
O  1.316  -1.298  2.943
O  3.131  2.069  -3.531
O  3.896  3.730  -1.864
N  -0.169  -4.362  6.270
N  -1.700  -3.348  4.851
N  -1.781  -0.060  1.531
S  0.792  -3.419  5.250
C  0.105  -1.205  2.659
C  -1.421  -4.236  5.857
C  -0.625  -2.794  4.403
C  -0.453  -0.230  1.652
C  1.523  1.309  1.270
C  0.427  0.216  -0.640
C  2.498  1.819  0.430
C  1.374  0.790  -1.490
C  0.488  0.493  0.756
C  2.419  1.586  -0.973
N  -0.832  -1.920  3.388
N  -2.330  0.814  0.635
C  -2.180  2.243  0.774
C  -3.528  0.411  -0.075
C  -2.927  2.736  -0.467
C  -4.017  1.706  -0.686
C  6.240  1.803  -1.024
C  6.435  1.634  -2.518
C  5.078  1.263  -1.872
S  3.601  2.309  -2.164
H  -2.273  -4.754  6.303
H  1.564  1.541  2.341
H  -0.398  -0.379  -1.016
H  3.359  2.373  0.774
H  1.257  0.594  -2.556
H  -1.816  -1.775  3.144
H  -1.143  2.561  0.824
H  -2.638  2.607  1.700
H  -4.298  0.034  0.549
H  -3.236  -0.311  -0.840
H  -2.264  2.741  -1.331
H  -3.279  3.772  -0.339
H  -4.322  1.624  -1.733
H  -4.870  2.080  -0.099
H  6.123  2.828  -0.638
H  6.785  1.122  -0.370
H  6.495  2.560  -3.105
H  7.116  0.839  -2.891
H  4.822  0.229  -1.742

Kohn-Sham gap	7.77	eV
molecular weight	405.5	g mol⁻¹
net charge	0
energy above the lowest of the compared OMol25 structures with the same formula, charge and spin	458.5	kJ/mol
LUMO level	-0.736	eV
E	-1954.9819	Ha
HOMO energy	-8.51	eV

---

Entry 7:
A 2-piece molecular cluster, C4H10NO overall in a non-equilibrium geometry. Source: OMol25; level of theory: ωB97M-V/def2-TZVPD.

Element x y z (Å)
C  1.816  1.835  0.482
C  0.593  1.093  0.015
C  0.763  -0.249  0.172
N  -0.248  -1.195  -0.275
C  0.046  -2.274  -0.856
H  2.482  1.708  -0.480
H  1.627  3.036  0.438
H  2.136  1.601  1.357
H  -0.170  1.696  -0.370
H  1.617  -0.677  0.919
H  -1.213  -0.870  -0.108
H  -0.666  -2.957  -1.271
H  1.107  -2.760  -0.734
H  -3.614  -0.224  -0.355
H  -3.440  0.265  0.881
O  -2.836  -0.029  0.185

Kohn-Sham gap	9.20	eV
molecular weight	88.1	g mol⁻¹
net charge	+1
energy above the lowest of the compared OMol25 structures with the same formula, charge and spin	293.8	kJ/mol
LUMO level	-4.758	eV
E	-288.0512	Ha
HOMO energy	-13.95	eV

---

Entry 8:
The molecule C4H13N2 in a non-equilibrium geometry. Source: OMol25; level of theory: ωB97M-V/def2-TZVPD.

Element x y z (Å)
C  -1.488  0.246  1.074
C  -0.565  1.297  0.487
C  0.042  0.795  -0.806
C  1.491  -0.914  -1.830
N  1.132  -0.241  -0.554
N  -0.800  -0.947  1.562
H  -2.269  0.050  0.325
H  -2.180  0.662  1.828
H  -1.085  2.245  0.337
H  0.216  1.505  1.220
H  0.489  1.563  -1.440
H  -0.695  0.293  -1.425
H  0.628  -1.086  -2.459
H  1.954  -1.868  -1.584
H  2.216  -0.296  -2.360
H  1.979  0.154  -0.050
H  0.703  -0.882  0.141
H  -0.376  -0.655  2.438
H  -1.476  -1.646  1.879

Kohn-Sham gap (spin up / spin down)	3.56 / 10.95	eV
⟨S²⟩	0.751
multiplicity	2
molecular weight	89.2	g mol⁻¹
net charge	0
energy above the lowest of the compared OMol25 structures with the same formula, charge and spin	177.7	kJ/mol
LUMO level (spin up / spin down)	0.868 / 0.687	eV
E	-269.5724	Ha
HOMO energy (spin up / spin down)	-2.70 / -10.26	eV